Entry from the OMol25 dataset: a molecular structure, C16H18N3O9W (wB97M-V/def2-TZVPD).

```
47
C16H18N3O9W | the OMol25 dataset | wB97M-V/def2-TZVPD
W 0.710 -1.086 0.233
O 6.862 -0.526 0.043
C 5.544 -0.691 0.053
C 4.920 -1.867 -0.407
C 3.553 -1.912 -0.327
N 2.849 -0.905 0.169
C 3.416 0.243 0.527
C 4.778 0.398 0.503
C 2.376 1.309 0.793
O 2.640 2.403 1.181
O 1.155 0.860 0.472
C 2.639 -2.960 -0.910
O 2.959 -4.040 -1.276
O 1.360 -2.467 -0.970
H 7.323 -1.305 -0.294
H 5.477 -2.692 -0.831
H 5.235 1.337 0.782
C -4.462 -0.102 -0.601
C -3.983 1.280 -1.014
C -2.609 1.700 -0.437
C -2.206 3.074 -1.004
C -0.952 3.673 -0.389
C -2.771 1.837 1.073
O -3.534 2.602 1.583
N -1.955 1.036 1.918
C -1.217 0.032 1.454
O -0.363 -0.654 2.111
N -1.229 -0.308 0.140
C -1.583 0.652 -0.838
O -1.085 0.579 -1.927
H -5.459 -0.288 -0.995
H -4.529 -0.201 0.487
H -3.814 -0.898 -0.974
H -4.692 2.041 -0.687
H -3.903 1.357 -2.100
H -3.061 3.735 -0.860
H -2.079 2.933 -2.078
H -1.097 3.927 0.664
H -0.687 4.595 -0.905
H -0.096 3.001 -0.458
H -1.963 1.255 2.907
C -0.762 -4.123 0.256
O -0.332 -2.894 0.906
H -1.809 -4.032 -0.021
H -0.605 -4.946 0.948
H -0.145 -4.242 -0.625
H -0.816 -2.721 1.725
```

Computed properties:
2S+1: 3
Total charge: +1
⟨S²⟩: 2.009
Calculated total energy in hartree: -1528.94606
HOMO level (alpha / beta) in eV: -12.14 / -13.40

Here are the Mulliken charges for atoms 1 to 8, given in e: 1.32 -0.47 1.05 -0.53 0.45 -0.45 0.58 -0.77


Entry from the OMol25 dataset: a molecular structure, C16H18N4O2Pb (wB97M-V/def2-TZVPD).

```
41
C16H18N4O2Pb | the OMol25 dataset | wB97M-V/def2-TZVPD
N -0.752 -2.511 -2.283
C -0.803 -3.508 -2.886
C -0.923 -4.656 -3.748
H -1.906 -4.658 -4.250
H -0.823 -5.605 -3.199
H -0.148 -4.618 -4.533
N 3.521 0.417 -0.170
C 4.644 0.569 -0.416
C 6.048 0.757 -0.725
H 6.677 0.102 -0.106
H 6.350 1.798 -0.537
H 6.234 0.526 -1.783
N -1.333 2.402 -2.120
C -1.627 3.384 -2.681
C -2.029 4.512 -3.480
H -1.159 4.928 -4.017
H -2.483 5.314 -2.876
H -2.765 4.190 -4.238
Pb -0.365 0.045 -2.478
C 1.201 1.810 -1.242
O 1.798 2.758 -1.041
C 1.575 -1.401 -1.375
O 2.362 -2.224 -1.181
C -0.302 -1.528 1.754
C -1.493 -0.949 1.308
C -1.704 0.479 1.402
C -0.619 1.295 1.781
C 0.466 0.680 2.359
C 0.655 -0.704 2.325
H -0.190 -2.585 1.589
H -2.240 -1.496 0.762
H -2.526 0.881 0.846
H -0.795 2.355 1.744
H 1.309 1.311 2.633
H 1.621 -1.127 2.560
C -3.019 -0.523 5.580
C -2.713 -0.436 4.183
N -2.724 -0.413 2.998
H -2.279 -1.290 5.869
H -4.112 -0.737 5.753
H -2.628 0.458 5.918
```

Computed properties:
2S+1: 1
Total charge: +4
Calculated total energy in hartree: -1181.05518
HOMO level (alpha / beta) in eV: -21.39 / -21.39

Here are the natural (NBO) charges for atoms 1 to 8, given in e: -0.66 0.57 -0.78 0.32 0.32 0.32 -0.55 0.45


Entry from the OMol25 dataset: a molecular structure, C16H18N4O6S5Zn (wB97M-V/def2-TZVPD).

```
50
C16H18N4O6S5Zn | the OMol25 dataset | wB97M-V/def2-TZVPD
Zn -0.191 -0.487 0.066
C 0.979 1.415 3.314
C 0.148 0.184 3.238
N -0.198 -0.468 2.145
C -0.959 -1.552 2.543
C -1.069 -1.549 3.898
N -0.361 -0.451 4.311
C -1.737 -2.396 4.922
O -2.392 -3.448 4.491
O -1.643 -2.080 6.086
C -1.566 -2.442 1.508
O -2.247 -3.402 1.873
O -1.333 -2.103 0.296
H 0.946 1.933 2.358
H 2.020 1.164 3.526
H 0.614 2.081 4.094
H -0.281 -0.193 5.284
H -2.376 -3.502 3.483
N 1.863 -1.125 -1.933
C 1.531 -0.395 -0.958
H 2.822 -1.006 -2.266
O -3.095 2.216 -1.309
C -2.309 1.242 -1.214
O -1.557 0.976 -0.257
C -2.307 0.329 -2.457
N -3.195 1.063 -3.428
C -4.371 0.199 -3.758
C -4.477 -0.708 -2.541
C -3.011 -1.014 -2.220
H -1.289 0.219 -2.827
H -2.713 1.427 -4.241
H -3.447 1.878 -2.683
H -4.148 -0.376 -4.655
H -5.242 0.823 -3.938
H -5.060 -1.603 -2.750
H -4.950 -0.176 -1.713
H -2.620 -1.760 -2.913
H -2.841 -1.386 -1.214
C 4.829 3.700 -0.290
S 4.970 2.823 -1.866
C 5.197 1.169 -1.316
C 4.298 0.375 -0.713
S 2.695 0.862 -0.205
S 4.869 -1.228 -0.302
C 6.469 -1.095 -0.953
S 7.559 -2.310 -0.935
S 6.775 0.479 -1.597
H 4.748 4.756 -0.549
H 5.720 3.545 0.315
H 3.935 3.393 0.251
```

Computed properties:
2S+1: 1
Total charge: 0
Calculated total energy in hartree: -5061.36166
HOMO level in eV: -8.01

Here are the natural (NBO) charges for atoms 1 to 8, given in e: 1.61 -0.66 0.42 -0.62 0.00 0.00 -0.47 0.77


Entry from the OMol25 dataset: a molecular structure, C16H18NO3PtS (wB97M-V/def2-TZVPD).

```
40
C16H18NO3PtS | the OMol25 dataset | wB97M-V/def2-TZVPD
Pt -0.217 -0.428 0.000
O -1.258 -1.939 -1.600
N -1.788 -1.344 -2.624
C -2.087 -2.118 -3.698
C -2.614 -1.598 -4.850
C -2.855 -0.228 -4.937
C -2.580 0.547 -3.826
C -2.075 0.000 -2.640
S -1.865 0.970 -1.241
H -1.876 -3.164 -3.543
H -2.840 -2.259 -5.676
H -3.254 0.221 -5.836
H -2.759 1.612 -3.835
C 1.699 2.081 -1.805
C 1.866 0.611 -2.184
C 3.238 0.416 -2.849
C 1.716 -0.316 -0.978
H 1.765 2.732 -2.684
H 2.479 2.377 -1.095
H 0.736 2.230 -1.325
H 1.104 0.355 -2.933
H 4.036 0.661 -2.142
H 3.354 1.057 -3.733
H 3.369 -0.624 -3.159
H 2.460 -0.029 -0.225
H 1.940 -1.344 -1.293
O 0.046 -1.471 2.186
C -0.053 -0.310 2.713
O -0.136 0.739 1.966
C -0.085 -0.151 4.165
C -0.188 1.148 4.750
C -0.234 1.314 6.113
C -0.182 0.197 6.984
C -0.080 -1.093 6.414
C -0.033 -1.269 5.050
H -0.226 1.995 4.076
H -0.308 2.317 6.531
H -0.227 0.328 8.062
H -0.035 -1.958 7.073
H 0.047 -2.264 4.626
```

Computed properties:
2S+1: 4
Total charge: -2
⟨S²⟩: 3.770
Calculated total energy in hartree: -1418.33744
HOMO level (alpha / beta) in eV: 2.56 / -1.35

Here are the natural (NBO) charges for atoms 1 to 8, given in e: 0.96 -0.58 0.03 0.00 -0.30 -0.23 -0.24 0.00


Entry from the OMol25 dataset: 2 unconnected molecules or ions with the total composition C16H19BF4N (wB97M-V/def2-TZVPD).

```
41
C16H19BF4N | the OMol25 dataset | wB97M-V/def2-TZVPD
F 0.552 4.172 -0.984
C -0.419 3.320 -0.508
C -1.239 3.754 0.536
C -2.175 2.828 1.019
F -3.028 3.237 2.020
C -2.276 1.537 0.520
C -1.403 1.140 -0.517
C -1.396 -0.323 -0.839
C -0.853 -0.910 -2.130
C -1.620 -1.967 -2.662
C -1.162 -2.625 -3.793
F -1.908 -3.656 -4.312
C 0.032 -2.282 -4.428
C 0.790 -1.268 -3.828
F 1.943 -0.851 -4.455
C 0.400 -0.605 -2.666
C -0.524 2.062 -1.093
H -1.171 4.768 0.925
H -2.992 0.835 0.959
H -2.428 -0.712 -0.712
H -2.532 -2.279 -2.159
H 0.356 -2.756 -5.345
H 1.093 0.085 -2.162
H 0.109 1.778 -1.931
C 2.567 -1.040 3.201
N 1.447 -0.615 2.314
C 0.157 -0.747 3.047
C 1.561 0.837 2.010
B 1.448 -1.441 1.018
H -0.874 -0.815 -0.033
H 2.554 -0.423 4.100
H 2.448 -2.092 3.470
H 3.524 -0.930 2.680
H 0.224 -0.145 3.955
H -0.640 -0.359 2.410
H -0.032 -1.797 3.276
H 1.615 1.383 2.954
H 2.445 1.020 1.398
H 0.665 1.131 1.459
H 1.998 -0.858 0.144
H 0.744 -2.392 1.141
```

Computed properties:
2S+1: 1
Total charge: +1
Calculated total energy in hartree: -1099.86680
HOMO level in eV: -12.11

Here are the natural (NBO) charges for atoms 1 to 8, given in e: -0.32 0.44 -0.36 0.43 -0.32 -0.32 0.03 -0.43


Entry from the OMol25 dataset: a molecular structure, C16H19BN6ReSe (wB97M-V/def2-TZVPD).

```
44
C16H19BN6ReSe | the OMol25 dataset | wB97M-V/def2-TZVPD
C -2.884 1.472 -0.729
N -1.970 0.428 -0.873
N -2.326 -0.230 -2.088
C -3.379 0.394 -2.621
C -3.755 1.465 -1.825
B -1.650 -1.548 -2.496
N -0.150 -1.301 -2.775
N 0.779 -0.947 -1.788
C 2.021 -0.981 -2.378
C 1.858 -1.355 -3.720
C 0.508 -1.550 -3.909
Re -0.274 -0.215 -0.055
N -1.656 -2.463 -1.233
N -1.054 -2.033 -0.011
C -1.234 -3.047 0.910
C -1.960 -4.064 0.281
C -2.202 -3.656 -1.024
H -0.820 -2.920 1.903
H -2.723 -4.124 -1.845
H -2.261 -4.985 0.729
H -2.200 -2.070 -3.420
H -0.062 -1.836 -4.780
H -3.785 0.017 -3.556
H 2.629 -1.455 -4.463
H -4.557 2.175 -1.989
H 2.924 -0.783 -1.813
H -2.846 2.101 0.156
H 2.156 0.128 0.852
C 2.968 0.869 0.951
H 3.852 0.513 0.416
H 2.625 1.817 0.527
H 3.194 1.010 2.012
Se -0.887 0.874 1.937
C 0.518 1.878 2.758
C 1.112 1.222 3.843
C 2.191 1.813 4.495
C 2.639 3.077 4.071
C 2.023 3.750 3.004
C 0.940 3.151 2.347
H 0.728 0.237 4.110
H 2.663 1.284 5.327
H 3.476 3.542 4.592
H 2.385 4.730 2.676
H 0.443 3.617 1.496
```

Computed properties:
2S+1: 4
Total charge: +4
⟨S²⟩: 4.086
Calculated total energy in hartree: -3452.41831
HOMO level (alpha / beta) in eV: -21.96 / -21.67

Here are the natural (NBO) charges for atoms 1 to 8, given in e: 0.05 -0.32 -0.34 0.16 -0.22 0.49 -0.31 -0.40


Entry from the OMol25 dataset: a molecular structure, C16H19BN6SrTe (wB97M-V/def2-TZVPD).

```
44
C16H19BN6SrTe | the OMol25 dataset | wB97M-V/def2-TZVPD
C -1.395 2.444 -1.472
N -0.995 1.166 -1.296
N -1.235 0.513 -2.496
C -1.710 1.384 -3.411
C -1.842 2.631 -2.796
B -1.068 -1.032 -2.595
N 0.414 -1.458 -2.382
N 1.039 -1.275 -1.152
C 2.239 -1.898 -1.235
C 2.403 -2.445 -2.523
C 1.232 -2.132 -3.216
Sr 0.298 0.213 0.806
N -1.910 -1.665 -1.436
N -1.638 -1.356 -0.117
C -2.516 -2.044 0.643
C -3.354 -2.804 -0.194
C -2.937 -2.532 -1.497
H -2.511 -1.973 1.728
H -3.278 -2.879 -2.459
H -4.149 -3.455 0.105
H -1.469 -1.428 -3.648
H 0.913 -2.337 -4.228
H -1.917 1.049 -4.418
H 3.245 -2.992 -2.900
H -2.207 3.533 -3.245
H 2.918 -1.952 -0.388
H -1.372 3.153 -0.650
H 1.875 -0.917 2.391
C 2.628 -0.108 2.370
H 3.595 -0.567 2.136
H 2.427 0.674 1.614
H 2.679 0.359 3.355
Te -0.929 2.507 2.627
C 0.723 2.532 3.896
C 0.798 1.655 5.004
C 1.856 1.795 5.909
C 2.825 2.791 5.720
C 2.767 3.629 4.597
C 1.726 3.503 3.671
H 0.012 0.908 5.128
H 1.922 1.131 6.772
H 3.628 2.914 6.449
H 3.534 4.391 4.447
H 1.636 4.144 2.793
```

Computed properties:
2S+1: 1
Total charge: +2
Calculated total energy in hartree: -1272.68965
HOMO level (alpha / beta) in eV: -14.21 / -14.34

Here are the natural (NBO) charges for atoms 1 to 8, given in e: -0.02 -0.46 -0.34 0.03 -0.30 0.54 -0.34 -0.47


Entry from the OMol25 dataset: a molecular structure, C16H19BrI3InN7O3S (wB97M-V/def2-TZVPD).

```
51
C16H19BrI3InN7O3S | the OMol25 dataset | wB97M-V/def2-TZVPD
In 0.198 -0.128 -0.023
C -2.522 1.812 3.152
C -1.685 0.920 2.297
N -1.121 1.286 1.214
N -1.269 2.564 0.762
C -1.145 2.657 -0.540
N -1.199 3.903 -1.059
S -0.945 1.343 -1.678
C -1.519 -0.517 2.636
C -1.915 -1.022 3.858
C -1.809 -2.386 4.090
C -1.334 -3.205 3.086
C -0.935 -2.625 1.892
N -1.013 -1.307 1.675
H -2.684 2.758 2.649
H -2.020 2.003 4.106
H -3.484 1.344 3.369
H -1.490 4.650 -0.450
H -1.303 4.019 -2.050
H -2.292 -0.357 4.623
H -2.100 -2.800 5.048
H -1.264 -4.276 3.215
H -0.544 -3.223 1.085
I 1.588 -0.820 -3.330
C 0.100 -2.226 -3.902
I -1.602 -2.340 -2.649
H 0.569 -3.199 -3.913
H -0.248 -1.936 -4.883
O 2.209 -0.994 0.291
N 1.997 -2.205 0.028
O 0.815 -2.382 -0.319
N 1.758 3.547 1.050
C 2.092 2.812 -0.026
N 2.822 3.416 -0.990
O 1.776 1.613 -0.146
H 2.013 4.512 1.146
H 1.177 3.125 1.753
H 3.139 4.365 -0.922
H 3.082 2.873 -1.792
Br 3.681 0.864 6.190
C 4.486 0.851 4.483
C 5.869 0.972 4.427
C 6.519 0.966 3.202
C 5.791 0.849 2.028
C 4.410 0.736 2.073
C 3.760 0.729 3.299
I 1.679 0.531 3.303
H 6.426 1.070 5.349
H 7.598 1.053 3.172
H 6.295 0.841 1.069
H 3.836 0.644 1.158
```

Computed properties:
2S+1: 1
Total charge: +1
Calculated total energy in hartree: -5285.36137
HOMO level in eV: -11.19

Here are the natural (NBO) charges for atoms 1 to 8, given in e: 1.47 -0.69 0.28 -0.35 -0.45 0.30 -0.78 -0.27